Below is C24H46AlBBrF4IO29PS6 as an isolated structure at a distorted geometry, with properties calculated with the ωB97M-V functional and the def2-TZVPD basis.

```
114
Properties=species:S:1:pos:R:3:mulliken_charge:R:1
C 4.04 1.18 1.05 -1.00
C 3.54 2.12 -0.07 0.07
C 2.23 2.86 0.27 -0.60
Br 2.10 4.51 -0.82 -0.25
Al 0.54 1.77 0.32 -0.32
I 0.63 0.68 2.70 -0.38
O 0.28 0.36 -0.78 -0.31
C -0.83 0.52 -1.56 0.23
O -1.56 -0.73 -1.64 -0.04
B -0.82 -1.89 -1.74 0.53
O -0.59 -2.51 -2.97 -0.59
O -0.37 -2.55 -0.63 0.27
P -0.10 0.74 -3.33 -0.06
C 1.69 1.09 -3.09 -1.13
C -0.62 2.28 -4.23 -0.55
C 0.00 3.60 -3.66 -1.00
C -1.83 1.54 -0.87 1.93
C -2.42 0.75 0.37 -0.99
C -2.88 1.65 1.53 -1.44
C -2.98 2.15 -1.66 0.35
F -2.57 3.27 -2.34 -0.25
F -3.96 2.67 -0.83 -0.27
C -3.81 1.26 -2.61 -0.27
F -3.11 0.63 -3.58 -0.16
F -4.58 0.36 -1.94 -0.31
O -1.01 2.50 -0.23 -0.52
H 3.43 1.19 1.95 -0.03
H 4.12 0.16 0.67 0.26
H 5.06 1.46 1.36 0.35
H 4.31 2.89 -0.21 0.58
H 3.51 1.56 -1.01 -0.14
H 2.37 3.24 1.29 0.61
H -1.10 -2.01 -3.61 0.02
H 0.25 -3.23 -0.90 0.13
H 2.07 1.44 -4.05 0.49
H 2.24 0.19 -2.81 0.61
H 1.82 1.91 -2.38 -0.27
H -1.69 2.37 -4.37 0.35
H -0.19 2.16 -5.23 0.64
H -0.73 4.39 -3.86 0.37
H 0.96 3.83 -4.11 0.27
H 0.04 3.51 -2.58 0.00
H -3.29 0.19 0.02 0.51
H -1.70 0.03 0.76 0.27
H -2.25 1.60 2.42 0.19
H -3.88 1.33 1.83 0.44
H -2.99 2.70 1.26 0.28
H -4.52 1.94 -3.11 0.35
C 4.62 1.37 6.85 -0.29
C 4.74 2.83 6.47 -0.41
O 3.59 3.08 5.67 -0.34
S 2.36 2.17 6.18 0.89
O 1.55 2.95 7.04 -0.60
O 1.83 1.48 5.06 -0.11
O 3.23 1.16 7.09 -0.31
H 4.94 0.72 6.03 0.22
H 5.19 1.13 7.75 0.37
H 5.64 3.05 5.91 0.32
H 4.69 3.48 7.35 0.29
C -8.12 3.42 0.81 -0.37
C -6.83 4.18 1.02 0.13
O -6.46 3.88 2.37 -0.31
S -6.92 2.40 2.74 1.01
O -5.82 1.52 2.56 -0.44
O -7.66 2.45 3.95 -0.58
O -7.93 2.18 1.51 -0.33
H -8.97 3.94 1.26 0.30
H -8.33 3.23 -0.24 0.33
H -6.95 5.25 0.88 0.31
H -6.04 3.82 0.35 -0.11
C 5.66 0.39 -6.93 -0.34
C 6.06 -0.14 -5.57 -0.30
O 6.26 1.02 -4.77 -0.34
S 5.24 2.18 -5.23 0.93
O 4.11 2.16 -4.39 -0.28
O 5.99 3.36 -5.48 -0.59
O 4.82 1.52 -6.64 -0.32
H 6.53 0.75 -7.49 0.27
H 5.12 -0.34 -7.52 0.32
H 6.97 -0.74 -5.61 0.32
H 5.26 -0.74 -5.12 0.26
C -1.49 -6.25 2.47 -0.40
C -0.82 -5.90 3.78 -0.45
O -0.30 -4.58 3.59 -0.13
S -1.27 -3.77 2.59 1.09
O -2.16 -2.98 3.36 -0.62
O -0.50 -3.24 1.54 -0.47
O -2.11 -5.05 2.03 -0.38
H -0.75 -6.56 1.72 0.27
H -2.23 -7.04 2.58 0.32
H -0.01 -6.58 4.04 0.33
H -1.55 -5.86 4.60 0.30
C 3.89 -3.84 6.72 -0.41
C 4.13 -2.42 6.27 -0.32
O 3.09 -2.15 5.33 -0.12
S 1.76 -2.95 5.75 1.09
O 0.91 -2.09 6.48 -0.57
O 1.31 -3.70 4.64 -0.49
O 2.47 -3.96 6.80 -0.37
H 4.25 -4.56 5.98 0.29
H 4.34 -4.06 7.68 0.30
H 5.11 -2.28 5.81 0.37
H 4.03 -1.72 7.11 0.20
C -3.13 -3.90 -4.85 -0.18
C -3.82 -2.85 -5.68 -0.18
O -3.17 -2.91 -6.96 -0.33
S -2.72 -4.42 -7.25 1.10
O -3.69 -5.04 -8.07 -0.55
O -1.35 -4.42 -7.60 -0.53
O -2.88 -4.98 -5.76 -0.34
H -2.16 -3.55 -4.48 0.27
H -3.73 -4.24 -4.01 0.32
H -3.73 -1.85 -5.26 0.14
H -4.88 -3.09 -5.83 0.34
```

Results
- Charge: -1
- Kohn-Sham gap: 6.25 eV